No. 1
Density functional theory data (the ωB97M-V functional and the def2-TZVPD basis) for a molecular structure, C23H41F3IrNSSbSi4 in a non-equilibrium geometry.

## Properties
HOMO level (alpha / beta): -10.5 / -10.5 eV
F_max: 1.97 eV/A
Relative energy (zero: lowest compared OMol25 entry of this formula, charge and spin): 37.7 kcal per mole

The geometry in ORCA input format:
```
! wB97M-V def2-TZVPD RIJCOSX def2/J DEFGRID3
* xyz 1 1
Ir 0.104 1.313 -0.017
F -3.755 4.566 -1.358
C -2.874 5.373 -0.746
F -1.978 5.760 -1.664
F -3.531 6.462 -0.330
C -2.204 4.666 0.407
C -2.175 5.220 1.673
C -1.505 4.568 2.705
C -0.877 3.375 2.422
N -0.915 2.839 1.198
C -1.545 3.457 0.207
S -1.304 2.541 -1.274
H -2.664 6.169 1.848
H -1.469 4.982 3.702
H -0.352 2.811 3.183
C -1.687 -3.934 1.629
Si -1.265 -2.146 1.821
C -2.701 -1.147 2.431
C 0.231 -1.905 2.886
Sb -0.635 -1.157 -0.470
Si 1.087 -2.757 -1.527
C 2.593 -2.550 -0.475
C 0.513 -4.520 -1.489
C 1.346 -2.182 -3.269
Si -2.731 -1.311 -1.968
C -4.025 -0.199 -1.260
C -3.243 -3.088 -1.937
C -2.169 -0.767 -3.643
H -1.954 -4.343 2.609
H -0.841 -4.506 1.247
H -2.534 -4.090 0.958
H -2.954 -1.437 3.456
H -3.587 -1.303 1.813
H -2.469 -0.078 2.427
H 0.023 -2.200 3.919
H 0.545 -0.859 2.885
H 1.072 -2.502 2.529
H 2.395 -2.847 0.558
H 2.923 -1.511 -0.461
H 3.415 -3.167 -0.851
H 0.451 -4.905 -0.470
H 1.236 -5.136 -2.033
H -0.458 -4.655 -1.966
H 1.364 -1.093 -3.343
H 0.558 -2.556 -3.926
H 2.300 -2.565 -3.645
H -4.293 -0.486 -0.242
H -4.930 -0.244 -1.874
H -3.676 0.835 -1.247
H -3.659 -3.369 -0.967
H -2.408 -3.753 -2.158
H -4.016 -3.257 -2.693
H -1.729 0.232 -3.602
H -3.020 -0.732 -4.331
H -1.428 -1.452 -4.058
C 2.582 3.775 -0.228
Si 2.256 1.976 -0.494
C 2.845 1.513 -2.178
C 3.129 0.997 0.811
C 4.315 0.303 0.538
C 4.958 -0.419 1.532
C 4.419 -0.478 2.814
C 3.246 0.201 3.107
C 2.611 0.936 2.113
H 3.650 3.936 -0.405
H 2.349 4.101 0.788
H 2.017 4.400 -0.925
H 3.882 1.849 -2.290
H 2.250 2.014 -2.945
H 2.806 0.438 -2.361
H 4.748 0.335 -0.455
H 5.878 -0.944 1.308
H 4.922 -1.046 3.586
H 2.836 0.165 4.109
H 1.707 1.492 2.360
*
```

These are the Löwdin partial charges, in e, on atoms 1 to 8: number 1, Ir, carries 0.423; number 2, F, carries 0.144; number 3, C, carries -0.602; number 4, F, carries 0.154; number 5, F, carries 0.156; number 6, C, carries -0.093; number 7, C, carries 0.039; number 8, C, carries -0.020

---

No. 2
Density functional theory data (the ωB97M-V functional and the def2-TZVPD basis) for a molecular structure, C23H41FN6O18S3Zn in a non-equilibrium geometry.

## Properties
HOMO level: -8.1 eV
F_max: 4.90 eV/A

The geometry in ORCA input format:
```
! wB97M-V def2-TZVPD RIJCOSX def2/J DEFGRID3
* xyz 0 1
N 12.272 6.479 15.462
H 12.707 6.071 16.280
H 12.957 6.953 14.929
H 11.473 7.108 15.658
H 11.967 5.782 14.828
Zn 10.061 9.670 13.537
N 10.174 9.486 16.556
O 10.976 8.532 16.480
O 9.472 9.854 15.509
O 9.892 9.995 17.635
N 12.546 9.850 12.764
O 12.512 9.574 13.988
O 11.420 9.823 12.067
O 13.530 10.242 12.159
N 10.429 6.714 12.799
O 10.410 7.642 13.633
O 11.171 5.797 12.998
O 9.681 6.817 11.822
N 12.439 10.225 7.913
C 13.781 10.339 8.400
C 14.590 10.173 7.334
C 13.791 9.686 6.259
C 12.485 9.763 6.628
H 11.675 10.072 8.545
H 13.904 10.571 9.428
H 15.644 10.368 7.285
H 14.171 9.554 5.217
H 11.596 9.528 6.163
N 13.329 12.924 13.512
C 14.316 13.415 14.324
C 13.824 14.592 14.844
C 12.536 14.910 14.185
C 12.290 13.828 13.344
H 13.470 12.201 12.797
H 15.225 12.859 14.398
H 14.355 15.268 15.480
H 11.951 15.828 14.375
H 11.454 13.470 12.746
C 13.368 6.918 9.937
C 14.756 6.575 9.320
O 14.443 6.395 8.001
C 13.158 6.673 7.717
O 12.664 6.650 6.663
O 12.414 6.951 8.873
F 15.509 5.482 9.772
H 13.231 7.896 10.466
H 12.874 6.198 10.625
H 15.410 7.456 9.399
C 7.248 7.655 10.018
C 8.240 8.757 9.669
C 7.580 10.017 10.241
S 7.025 9.629 11.843
O 5.665 10.048 12.169
O 8.059 9.848 12.828
C 6.875 7.823 11.502
H 7.771 6.734 9.883
H 6.338 7.731 9.489
H 8.481 8.972 8.614
H 9.243 8.624 10.174
H 6.626 10.210 9.698
H 8.221 10.918 10.173
H 5.839 7.569 11.668
H 7.588 7.425 12.161
C 8.463 13.449 16.772
C 7.485 12.354 16.490
C 7.469 12.051 15.013
S 9.028 12.674 14.387
O 8.704 13.804 13.600
O 9.902 11.702 13.678
C 9.721 13.225 15.949
H 8.663 13.554 17.840
H 8.013 14.432 16.400
H 6.440 12.541 16.859
H 7.744 11.428 16.972
H 6.655 12.538 14.394
H 7.451 10.976 14.829
H 10.351 14.093 15.693
H 10.433 12.391 16.315
C 14.190 11.124 18.072
C 14.713 10.213 19.171
C 15.941 9.641 18.581
S 15.258 9.007 17.089
O 14.428 7.787 17.414
O 16.184 8.901 16.011
C 13.939 10.210 16.902
H 14.926 11.902 17.765
H 13.210 11.672 18.297
H 13.988 9.331 19.285
H 14.851 10.722 20.115
H 16.399 8.827 19.064
H 16.672 10.357 18.195
H 13.034 9.614 17.000
H 14.063 10.581 15.879
*
```

These are the Löwdin partial charges, in e, on atoms 1 to 8: number 1, N, carries 0.313; number 2, H, carries 0.137; number 3, H, carries 0.114; number 4, H, carries 0.079; number 5, H, carries 0.081; number 6, Zn, carries 0.703; number 7, N, carries -0.471; number 8, O, carries -0.035

---

No. 3
Density functional theory data (the ωB97M-V functional and the def2-TZVPD basis) for a molecular structure, C23H41GaI2N2O12P in a non-equilibrium geometry.

## Properties
HOMO level: -4.0 eV
F_max: 2.07 eV/A

The geometry in ORCA input format:
```
! wB97M-V def2-TZVPD RIJCOSX def2/J DEFGRID3
* xyz -1 1
C 1.170 3.441 -1.478
C 0.884 2.568 -0.204
I 2.137 3.398 1.341
C 1.159 1.088 -0.464
I -0.139 0.558 -2.147
Ga 0.694 -0.272 1.023
C 1.443 -2.145 0.599
C 2.260 -2.246 -0.703
C 3.745 -2.095 -0.513
N 4.418 -1.081 -1.230
O 4.372 -2.850 0.216
C -1.335 -0.459 1.098
C -2.205 0.599 1.028
C -3.560 0.466 1.037
N -4.148 -0.724 1.137
C -3.316 -1.745 1.241
C -1.953 -1.681 1.222
P 1.487 0.253 3.195
O 3.152 0.558 3.080
O 1.484 -1.274 3.872
H 1.606 4.385 -1.169
H 0.228 3.670 -1.966
H 1.832 2.919 -2.151
H -0.146 2.760 0.059
H 2.182 0.960 -0.799
H 0.623 -2.857 0.554
H 2.093 -2.480 1.402
H 2.113 -3.250 -1.104
H 1.950 -1.564 -1.493
H 5.412 -1.258 -1.198
H 4.214 -0.159 -0.865
H -1.799 1.600 0.958
H -4.182 1.346 0.951
H -3.769 -2.729 1.352
H -1.366 -2.577 1.312
H 3.251 1.392 3.542
H 1.638 -1.182 4.814
C 5.758 9.300 -3.048
C 5.633 7.839 -3.425
O 6.190 6.985 -2.420
C 5.413 6.784 -1.352
O 4.310 7.234 -1.188
O 6.073 5.999 -0.506
C 5.379 5.737 0.720
H 6.795 9.546 -2.817
H 5.418 9.935 -3.866
H 5.162 9.527 -2.165
H 6.202 7.636 -4.330
H 4.596 7.563 -3.618
H 4.377 5.359 0.534
H 5.335 6.642 1.325
H 5.952 4.982 1.251
C -1.466 -7.140 -4.940
C -0.995 -7.880 -3.706
O 0.424 -8.081 -3.721
C 1.147 -7.015 -3.370
O 0.716 -5.945 -3.038
O 2.438 -7.339 -3.461
C 3.317 -6.245 -3.188
H -1.124 -7.648 -5.843
H -2.555 -7.082 -4.957
H -1.068 -6.126 -4.961
H -1.432 -8.878 -3.678
H -1.291 -7.364 -2.793
H 3.088 -5.773 -2.235
H 3.258 -5.510 -3.990
H 4.328 -6.641 -3.149
C -6.997 -1.838 2.805
C -7.146 -0.342 2.647
O -8.307 0.153 3.350
C -8.166 0.304 4.659
O -7.175 0.096 5.307
O -9.333 0.743 5.153
C -9.342 0.893 6.570
H -7.918 -2.346 2.512
H -6.177 -2.195 2.185
H -6.791 -2.103 3.842
H -7.309 -0.094 1.600
H -6.252 0.185 2.972
H -8.510 1.508 6.905
H -9.304 -0.083 7.053
H -10.277 1.384 6.828
*
```

These are the Löwdin partial charges, in e, on atoms 1 to 8: number 1, C, carries -0.250; number 2, C, carries -0.895; number 3, I, carries 0.908; number 4, C, carries -0.772; number 5, I, carries 0.845; number 6, Ga, carries 0.259; number 7, C, carries -0.220; number 8, C, carries -0.217

---

No. 4
Density functional theory data (the ωB97M-V functional and the def2-TZVPD basis) for a molecular structure, C23H41GaN2P3Se in a non-equilibrium geometry.

## Properties
HOMO level: -14.9 eV
F_max: 3.28 eV/A
Relative energy (zero: lowest compared OMol25 entry of this formula, charge and spin): 0.0 kcal per mole

The geometry in ORCA input format:
```
! wB97M-V def2-TZVPD RIJCOSX def2/J DEFGRID3
* xyz 3 1
Ga -0.294 -0.242 -0.272
P -1.384 -0.948 1.908
P 1.302 -2.003 -0.523
P -1.966 -0.795 -1.839
H 1.606 1.382 -1.483
C 0.513 1.426 -1.527
C -0.195 1.910 -0.396
H 0.378 2.312 0.447
C -0.834 -0.656 3.632
C -1.913 -2.703 1.912
C -3.020 -0.122 1.914
C 2.410 -1.857 -1.951
C 2.458 -2.255 0.858
C 0.555 -3.650 -0.799
C -3.125 0.578 -2.090
C -3.018 -2.236 -1.500
C -1.262 -1.151 -3.476
H 0.114 1.512 -2.542
H -1.199 2.347 -0.465
H -0.995 0.391 3.928
H 0.237 -0.894 3.719
H -1.413 -1.316 4.301
H -1.044 -3.370 1.949
H -2.492 -2.923 1.008
H -2.549 -2.893 2.789
H -2.870 0.964 1.926
H -3.574 -0.426 2.815
H -3.600 -0.404 1.026
H 2.978 -2.791 -2.066
H 3.108 -1.027 -1.803
H 1.838 -1.672 -2.867
H 3.066 -3.149 0.653
H 1.914 -2.391 1.800
H 3.116 -1.382 0.952
H 1.377 -4.380 -0.867
H -0.014 -3.669 -1.738
H -0.109 -3.932 0.028
H -3.820 0.292 -2.892
H -2.593 1.490 -2.382
H -3.693 0.779 -1.174
H -3.661 -2.398 -2.379
H -3.654 -2.055 -0.625
H -2.411 -3.135 -1.334
H -2.098 -1.184 -4.192
H -0.753 -2.124 -3.472
H -0.547 -0.377 -3.784
C 2.455 2.385 -5.269
C 1.873 3.396 -4.481
C 1.678 4.677 -5.005
C 2.112 4.982 -6.307
C 2.773 4.001 -7.066
C 2.955 2.719 -6.546
Se 2.502 0.569 -4.699
H 2.433 0.903 -3.233
H 1.555 3.163 -3.463
H 1.182 5.445 -4.399
H 1.941 5.981 -6.721
H 3.139 4.244 -8.067
H 3.463 1.957 -7.135
N 3.248 0.199 5.782
C 2.512 0.908 5.210
C 1.617 1.795 4.513
C 0.700 2.594 5.227
C -0.178 3.410 4.520
C -0.132 3.349 3.120
N 0.735 2.579 2.475
C 1.629 1.843 3.112
H 0.701 2.581 6.321
H -0.889 4.076 5.014
H -0.803 3.965 2.517
H 2.345 1.269 2.519
*
```

These are the Löwdin partial charges, in e, on atoms 1 to 8: number 1, Ga, carries 0.356; number 2, P, carries 0.811; number 3, P, carries 0.758; number 4, P, carries 0.753; number 5, H, carries 0.083; number 6, C, carries -0.076; number 7, C, carries -0.076; number 8, H, carries 0.059

---

No. 5
Density functional theory data (the ωB97M-V functional and the def2-TZVPD basis) for 8 unconnected molecules or ions with the total composition C23H41N11O3 in a non-equilibrium geometry.

## Properties
HOMO level: -8.6 eV
F_max: 1.54 eV/A
SMILES string: c1cc[nH]c1.c1cc[nH]c1.c1cc[nH]c1.NC(N)=O.NC(N)=O.NC(N)=O.CCCC#N.CCCC#N
Relative energy (zero: lowest compared OMol25 entry of this formula, charge and spin): 0.0 kcal per mole

The geometry in ORCA input format:
```
! wB97M-V def2-TZVPD RIJCOSX def2/J DEFGRID3
* xyz 0 1
C -20.485 36.614 -8.986
O -21.496 37.213 -8.652
N -20.518 35.324 -9.463
N -19.219 37.152 -8.923
H -21.424 34.994 -9.738
H -19.716 34.964 -9.953
H -18.468 36.485 -9.008
H -19.058 38.090 -8.613
C -18.662 37.855 -12.725
O -19.539 37.041 -12.550
N -17.658 38.123 -11.826
N -18.441 38.427 -13.972
H -17.613 37.533 -11.015
H -16.888 38.731 -12.036
H -17.780 39.179 -14.049
H -19.093 38.277 -14.719
C -17.035 34.515 -15.068
O -18.030 34.586 -15.756
N -16.081 33.520 -15.175
N -16.691 35.481 -14.149
H -16.097 32.974 -16.016
H -15.207 33.684 -14.702
H -17.326 36.241 -13.979
H -15.872 35.424 -13.569
C -21.130 36.073 -4.817
C -20.811 35.159 -6.003
C -20.169 33.865 -5.509
C -19.499 33.116 -6.570
N -18.967 32.578 -7.438
H -21.521 37.038 -5.122
H -20.222 36.209 -4.223
H -21.857 35.582 -4.165
H -20.213 35.688 -6.742
H -21.756 34.892 -6.484
H -20.877 33.182 -5.034
H -19.419 34.060 -4.734
C -12.575 35.934 -8.668
C -11.159 36.363 -9.017
C -11.047 36.857 -10.463
C -11.918 37.984 -10.768
N -12.602 38.860 -11.050
H -12.913 35.123 -9.315
H -13.274 36.764 -8.753
H -12.564 35.577 -7.637
H -10.416 35.586 -8.838
H -10.855 37.164 -8.336
H -11.386 36.037 -11.105
H -10.015 37.048 -10.756
N -12.988 33.853 -14.878
C -12.747 35.170 -15.179
C -12.794 35.868 -14.006
C -13.087 34.950 -12.947
C -13.263 33.727 -13.547
H -12.867 33.063 -15.485
H -12.486 35.503 -16.167
H -12.625 36.920 -13.841
H -13.269 35.240 -11.927
H -13.359 32.745 -13.109
N -16.196 32.088 -3.396
C -15.845 31.578 -4.616
C -16.078 32.551 -5.557
C -16.531 33.695 -4.863
C -16.607 33.390 -3.528
H -16.100 31.580 -2.536
H -15.517 30.557 -4.711
H -16.000 32.454 -6.626
H -16.770 34.659 -5.285
H -16.939 33.948 -2.669
N -17.096 33.978 -9.312
C -16.606 34.543 -10.451
C -16.050 35.745 -10.120
C -16.227 35.929 -8.709
C -16.883 34.820 -8.261
H -17.573 33.097 -9.211
H -16.658 34.096 -11.431
H -15.430 36.405 -10.707
H -15.993 36.802 -8.123
H -17.267 34.508 -7.304
*
```

These are the Löwdin partial charges, in e, on atoms 1 to 8: number 1, C, carries -0.690; number 2, O, carries 0.015; number 3, N, carries 0.168; number 4, N, carries 0.172; number 5, H, carries 0.107; number 6, H, carries 0.082; number 7, H, carries 0.040; number 8, H, carries 0.107

---

No. 6
Density functional theory data (the ωB97M-V functional and the def2-TZVPD basis) for a molecular structure, C23H41N2OP3Pb in a non-equilibrium geometry.

## Properties
HOMO level (alpha / beta): -19.0 / -19.0 eV
F_max: 6.41 eV/A

The geometry in ORCA input format:
```
! wB97M-V def2-TZVPD RIJCOSX def2/J DEFGRID3
* xyz 4 1
Pb -3.880 2.782 -2.129
P 1.570 -0.791 1.900
P 1.700 2.349 -0.999
P -0.843 -2.095 0.443
H -1.304 2.323 -3.050
C -2.219 2.765 -3.459
C -2.573 4.147 -3.093
H -1.933 4.690 -2.388
C 2.803 -1.796 0.967
C 2.768 0.247 2.858
C 1.126 -1.964 3.257
C 1.507 3.891 -1.977
C 1.185 2.867 0.688
C 3.535 2.394 -0.874
C -2.296 -1.377 -0.431
C -1.731 -3.333 1.478
C -0.219 -3.263 -0.848
H -2.497 2.420 -4.464
H -3.103 4.749 -3.840
H 3.251 -2.540 1.638
H 3.583 -1.127 0.581
H 2.316 -2.296 0.121
H 3.650 -0.352 3.130
H 2.291 0.620 3.774
H 3.089 1.107 2.251
H 1.861 -2.777 3.305
H 0.128 -2.381 3.068
H 1.102 -1.424 4.213
H 2.328 4.568 -1.707
H 0.542 4.370 -1.782
H 1.603 3.629 -3.042
H 1.995 3.417 1.181
H 0.932 1.971 1.271
H 0.294 3.501 0.603
H 3.880 3.424 -1.035
H 3.940 1.765 -1.685
H 3.886 2.022 0.097
H -3.034 -2.164 -0.648
H -1.966 -0.899 -1.362
H -2.750 -0.613 0.216
H -2.342 -3.964 0.818
H -2.372 -2.811 2.200
H -1.001 -3.953 2.013
H -1.008 -3.986 -1.096
H 0.656 -3.791 -0.448
H 0.079 -2.721 -1.753
C 0.249 -0.771 -3.269
C 1.460 -1.301 -3.748
C 1.406 -2.155 -4.849
C 0.193 -2.390 -5.506
C -0.967 -1.712 -5.112
C -0.950 -0.888 -3.981
O 0.141 -0.400 -1.923
H 0.683 0.354 -1.706
H 2.375 -1.081 -3.220
H 2.321 -2.602 -5.234
H 0.169 -3.059 -6.375
H -1.892 -1.789 -5.693
H -1.839 -0.374 -3.605
N 0.465 0.546 7.074
C -0.337 0.539 6.221
C -1.304 0.508 5.150
C -2.640 0.148 5.373
C -3.496 0.044 4.282
C -2.965 0.271 2.999
N -1.696 0.608 2.795
C -0.895 0.802 3.836
H -2.981 -0.041 6.391
H -4.545 -0.217 4.386
H -3.598 0.179 2.113
H 0.113 1.182 3.641
*
```

These are the Löwdin partial charges, in e, on atoms 1 to 8: number 1, Pb, carries 1.394; number 2, P, carries 1.020; number 3, P, carries 0.828; number 4, P, carries 0.996; number 5, H, carries 0.045; number 6, C, carries -0.388; number 7, C, carries -0.329; number 8, H, carries 0.076

---

| no. | E_tot (eV) |
| --- | --- |
| 1 | -85880.0342 |
| 2 | -153942.0803 |
| 3 | -129935.6726 |
| 4 | -173058.1131 |
| 5 | -47051.8635 |
| 6 | -62609.1918 |